# 1
C45H109F2N12O12S2V as an isolated structure in a non-equilibrium geometry, computed with ωB97M-V/def2-TZVPD.

HOMO energy (alpha / beta) ... -11.15 / -11.15 eV
Strongest force on any atom ... 8.91 eV Å⁻¹
Total charge ... +2
Energy ... -5279.33238 Ha
2S+1 ... 3

Geometry as XYZ:
```
183
Properties=species:S:1:pos:R:3:forces:R:3:lowdin_charge:R:1
O 1.256 3.608 -1.931 -0.784 0.193 3.937 -0.19
V 0.789 3.455 -0.406 0.898 -1.410 -3.775 1.15
N 0.195 1.459 -0.674 1.792 -2.675 -0.930 -0.31
S 1.040 0.000 -1.123 6.300 -1.353 -5.018 0.67
O 0.495 -0.865 -2.229 0.828 3.029 4.183 -0.26
O 1.897 -0.601 -0.107 -2.499 0.783 -0.630 -0.24
F 2.172 0.891 -1.871 -1.404 -0.819 0.214 -0.19
S -0.926 0.619 -0.037 -7.967 0.960 3.862 0.47
O -0.679 -0.049 1.232 0.439 0.011 -1.798 -0.27
O -1.839 0.018 -0.994 1.573 0.533 1.401 -0.24
F -1.760 1.899 0.555 0.186 -0.634 -0.851 -0.21
C -5.699 -2.365 2.932 -0.336 0.684 -1.497 -0.04
C -4.787 -2.740 4.083 0.243 -0.728 1.060 -0.15
N -3.362 -2.986 3.717 -0.915 1.153 -3.992 0.08
C -2.641 -1.799 3.237 1.715 0.582 0.604 -0.20
C -2.279 -0.785 4.285 -1.228 0.716 0.874 -0.06
C -3.098 -4.156 2.834 -0.019 -1.301 1.720 -0.17
C -3.749 -5.412 3.393 -0.115 -0.305 -0.207 -0.06
H -6.734 -2.233 3.246 0.159 -0.160 0.579 0.10
H -5.775 -3.038 2.078 0.389 -0.526 0.304 0.09
H -5.443 -1.411 2.470 0.265 0.161 0.234 0.08
H -4.838 -1.948 4.830 0.302 -0.058 -0.004 0.13
H -5.162 -3.656 4.538 0.132 0.050 0.083 0.12
H -3.170 -1.241 2.464 -0.686 -0.552 -0.206 0.15
H -1.654 -1.996 2.818 -0.408 -1.132 -0.370 0.09
H -3.178 -0.301 4.666 -0.082 -0.047 0.389 0.07
H -1.762 0.042 3.799 0.383 -0.351 -0.017 0.06
H -1.740 -1.237 5.117 0.236 0.242 -0.118 0.10
H -3.437 -4.040 1.805 -0.326 0.930 -0.039 0.16
H -2.035 -4.368 2.725 0.165 0.721 0.379 0.09
H -3.220 -6.251 2.940 -0.218 -0.144 0.056 0.09
H -3.651 -5.507 4.474 0.122 0.065 -0.031 0.10
H -4.804 -5.482 3.130 0.034 -0.076 0.026 0.09
C 5.592 -2.186 -0.092 0.512 -0.597 -0.225 -0.06
C 4.789 -2.965 -1.133 0.308 0.114 -0.112 -0.25
N 5.153 -2.591 -2.513 0.390 1.241 0.158 -0.18
C 6.570 -2.817 -2.892 0.043 -0.330 0.089 -0.24
C 7.056 -4.232 -2.592 -0.216 0.444 -0.203 -0.08
C 4.258 -3.243 -3.440 0.708 -0.174 -0.206 -0.28
C 2.938 -2.553 -3.507 -0.551 0.022 0.620 -0.08
H 5.569 -1.107 -0.245 0.098 -0.026 -0.340 0.05
H 6.607 -2.567 -0.203 0.322 0.553 0.145 0.07
H 5.353 -2.351 0.959 -0.486 -0.361 -0.089 0.07
H 4.943 -4.043 -1.079 0.308 -0.401 0.646 0.10
H 3.721 -2.875 -0.935 -0.119 0.481 -0.458 0.08
H 6.727 -2.645 -3.957 -0.804 -0.102 -0.275 0.11
H 7.296 -2.086 -2.536 -0.417 0.229 0.945 0.11
H 6.324 -4.942 -2.978 0.196 -0.202 -0.111 0.07
H 8.000 -4.339 -3.125 0.086 -0.442 0.355 0.08
H 7.138 -4.404 -1.519 0.373 -0.104 -0.069 0.06
H 4.197 -4.298 -3.174 -0.455 -0.469 -0.068 0.11
H 4.701 -3.204 -4.435 0.088 -0.047 -0.028 0.13
H 2.463 -2.469 -2.529 0.030 -0.155 0.157 0.04
H 2.244 -3.126 -4.122 -0.023 0.427 -0.390 0.08
H 3.135 -1.524 -3.809 -0.447 -0.152 -0.517 0.07
C 0.648 -6.833 2.331 -0.434 0.212 0.792 -0.08
C 0.029 -6.132 1.131 1.632 -0.948 0.132 -0.24
N 0.940 -5.186 0.473 0.693 -0.429 -0.108 -0.16
C 1.481 -4.174 1.362 -0.941 1.768 -0.630 -0.25
C 0.390 -3.269 1.984 0.074 -0.839 0.371 -0.09
C 2.107 -5.816 -0.231 -1.373 -0.882 -0.862 -0.22
C 1.679 -6.902 -1.255 -0.114 0.953 -0.246 -0.08
H 0.816 -6.168 3.178 -0.014 0.160 0.082 0.06
H 1.605 -7.317 2.140 -0.206 -0.162 -0.245 0.08
H -0.110 -7.550 2.647 0.331 -0.389 0.256 0.08
H -0.172 -6.981 0.478 -0.326 0.514 -0.587 0.10
H -0.928 -5.717 1.446 0.008 0.489 -0.337 0.08
H 2.186 -4.504 2.125 -0.015 -0.375 0.218 0.12
H 2.025 -3.469 0.733 0.404 -0.229 -0.220 0.09
H 0.047 -3.739 2.906 -0.062 0.178 0.386 0.06
H 0.764 -2.266 2.189 0.105 -0.065 0.110 0.06
H -0.500 -3.159 1.363 0.206 -0.070 -0.488 0.07
H 2.861 -6.324 0.369 -0.023 0.264 0.850 0.11
H 2.631 -5.014 -0.751 -0.143 0.058 -0.041 0.09
H 0.850 -6.570 -1.879 -0.170 0.224 0.093 0.06
H 1.368 -7.853 -0.823 0.352 0.018 0.125 0.07
H 2.500 -7.032 -1.960 0.120 -0.388 0.189 0.07
C -3.464 2.681 6.313 0.719 1.685 -0.412 -0.06
C -3.782 3.879 5.383 -1.219 -0.823 -1.436 -0.25
N -2.675 4.710 4.898 0.404 0.077 0.684 -0.18
C -2.221 5.597 5.987 0.353 0.159 0.347 -0.26
C -0.879 6.266 5.753 0.128 0.315 -1.285 -0.08
C -3.015 5.561 3.758 0.417 0.208 -1.537 -0.25
C -3.399 4.816 2.449 -0.011 -0.278 0.760 -0.06
H -2.861 1.959 5.762 -0.062 -0.100 0.029 0.04
H -4.370 2.214 6.698 0.135 0.170 0.053 0.08
H -2.840 3.109 7.098 -0.149 -0.602 0.503 0.06
H -4.254 3.420 4.515 0.248 -0.076 -0.413 0.09
H -4.625 4.496 5.694 0.059 0.298 0.948 0.12
H -2.967 6.360 6.208 -0.349 0.180 -0.101 0.12
H -2.111 5.040 6.918 -0.154 -0.283 -0.097 0.11
H -0.112 5.509 5.591 0.352 0.029 0.773 0.06
H -0.807 6.824 4.819 -0.511 0.052 -0.280 0.06
H -0.655 7.068 6.456 0.219 -0.658 0.559 0.09
H -2.137 6.161 3.517 0.419 -0.372 -0.029 0.09
H -3.679 6.399 3.971 -0.981 -0.327 0.439 0.12
H -4.300 4.215 2.575 0.006 -0.031 -0.008 0.06
H -2.591 4.144 2.161 0.080 -0.208 0.066 0.05
H -3.580 5.437 1.572 0.034 0.501 0.329 0.06
C 0.702 1.459 -6.603 2.426 -1.213 -0.639 -0.34
O 1.908 1.441 -6.313 -1.431 0.478 -0.138 -0.01
N -0.283 1.524 -5.739 -3.090 0.077 2.869 -0.13
C -1.711 1.285 -6.052 -0.235 0.003 -0.588 -0.04
C -0.111 1.660 -4.265 0.860 -0.388 -0.513 -0.01
H 0.349 1.272 -7.629 0.062 0.302 -0.062 0.14
H -1.896 1.049 -7.100 0.396 0.284 -0.092 0.10
H -2.363 2.107 -5.757 0.407 0.627 -0.235 0.08
H -2.201 0.463 -5.530 0.915 -0.538 0.307 0.06
H -1.074 1.903 -3.816 0.118 0.346 -0.148 0.07
H 0.223 0.744 -3.779 -0.197 -0.372 -0.528 0.06
H 0.678 2.355 -3.979 -0.282 0.451 -0.415 0.07
C 0.110 3.095 2.962 0.553 -1.747 -0.241 -0.23
O 0.259 3.071 1.724 0.619 1.434 -1.277 -0.13
N 0.586 2.093 3.707 -0.844 1.503 0.442 -0.13
C 0.040 1.993 5.043 -0.015 -0.881 0.981 -0.03
C 1.362 0.924 3.290 -0.374 0.767 -0.477 0.00
H -0.467 3.868 3.493 0.097 -0.156 -0.129 0.14
H 0.806 1.748 5.780 0.277 0.478 -0.026 0.11
H -0.600 1.112 5.089 -0.218 0.030 -0.110 0.06
H -0.568 2.839 5.361 0.284 0.165 -0.270 0.08
H 0.686 0.089 3.478 0.589 -0.383 -0.079 0.09
H 1.629 0.976 2.235 -0.260 -0.022 0.062 0.08
H 2.285 0.918 3.870 -0.180 -0.359 0.201 0.10
C -4.160 2.184 -3.262 -1.418 -0.087 -1.483 -0.33
O -4.662 3.292 -3.373 0.625 0.433 0.863 -0.01
N -4.721 1.112 -3.900 0.165 -0.144 1.033 -0.18
C -4.175 -0.232 -3.717 -0.459 0.517 -0.092 -0.06
C -6.042 1.242 -4.541 0.716 0.859 -0.992 -0.03
H -3.219 1.997 -2.722 -0.047 -0.267 -0.032 0.12
H -3.151 -0.224 -3.344 -0.025 0.239 -0.025 0.07
H -4.186 -0.707 -4.698 -0.025 -0.409 0.216 0.09
H -4.806 -0.731 -2.981 0.050 -0.549 -0.185 0.09
H -6.172 2.301 -4.764 0.008 -0.062 0.059 0.08
H -6.013 0.739 -5.508 0.089 -0.185 0.037 0.09
H -6.960 0.927 -4.045 0.476 -0.359 0.762 0.09
C -1.034 -2.626 -4.554 0.059 0.573 -0.480 -0.37
O -1.462 -2.297 -5.623 -0.168 1.080 -2.165 0.02
N -1.742 -3.395 -3.752 0.597 -0.300 1.091 -0.19
C -1.142 -3.754 -2.510 -0.932 -1.196 1.156 -0.07
C -3.007 -4.018 -4.110 0.337 0.867 0.589 -0.01
H -0.064 -2.274 -4.170 -0.025 -0.201 0.126 0.12
H -1.127 -4.842 -2.449 0.490 -0.254 0.093 0.08
H -1.817 -3.481 -1.700 0.001 0.341 0.358 0.08
H -0.155 -3.345 -2.292 -0.151 0.055 -0.474 0.07
H -2.842 -5.095 -4.105 -0.466 -0.040 -0.303 0.10
H -3.711 -3.713 -3.335 -0.247 -0.429 0.226 0.08
H -3.409 -3.587 -5.027 0.477 -0.423 -0.172 0.09
C 5.667 1.028 -2.262 0.001 -0.451 -0.197 -0.35
O 6.541 1.250 -1.429 -0.426 0.422 -0.368 -0.01
N 5.247 1.780 -3.307 0.842 -0.586 1.257 -0.16
C 4.014 1.387 -3.938 -0.391 -0.421 -1.818 -0.08
C 5.776 3.097 -3.575 -0.921 1.208 0.462 -0.03
H 5.109 0.079 -2.286 0.041 -0.195 0.347 0.11
H 3.681 0.365 -3.758 0.633 0.039 0.624 0.06
H 4.160 1.357 -5.018 -0.128 0.456 -0.128 0.09
H 3.127 1.989 -3.739 0.352 0.530 0.142 0.07
H 5.796 3.324 -4.640 0.100 -0.211 0.064 0.10
H 5.080 3.785 -3.094 -0.436 0.469 -0.343 0.08
H 6.691 3.423 -3.080 0.372 -1.158 -0.172 0.09
C -2.267 4.746 -1.239 -4.823 1.485 -0.648 -0.35
O -1.205 4.219 -1.198 5.796 -2.324 1.508 -0.04
N -2.514 6.006 -1.500 -0.307 3.219 -0.432 -0.11
C -3.886 6.551 -1.758 0.414 -0.619 -0.589 -0.01
C -1.486 7.101 -1.571 0.414 -0.999 0.411 0.00
H -3.207 4.180 -1.152 0.121 -0.197 -0.002 0.15
H -4.208 7.270 -1.005 0.077 -0.341 0.224 0.10
H -4.600 5.753 -1.963 0.056 -0.173 0.598 0.08
H -3.874 7.081 -2.710 0.353 0.113 0.018 0.10
H -1.415 7.640 -0.626 -0.390 -0.035 0.136 0.09
H -0.487 6.693 -1.729 -0.152 -0.220 -0.233 0.08
H -1.679 7.838 -2.351 -0.332 -0.413 -0.078 0.10
C 3.801 2.012 0.577 1.550 0.001 1.722 -0.25
O 2.847 2.622 0.096 -1.970 0.760 -0.785 -0.08
N 4.294 2.295 1.787 -0.731 -0.417 -0.950 -0.15
C 5.453 1.576 2.319 -0.108 0.082 0.347 0.00
C 3.643 3.257 2.648 0.925 0.620 0.918 -0.03
H 4.424 1.220 0.134 -0.667 0.175 -0.795 0.14
H 5.100 0.967 3.152 0.211 -0.126 0.079 0.09
H 6.210 2.269 2.686 -0.142 0.145 0.001 0.10
H 5.948 0.947 1.580 -0.340 0.082 -0.207 0.09
H 2.672 3.653 2.351 0.290 -0.490 -0.473 0.07
H 3.557 2.835 3.649 -0.129 -0.137 0.046 0.09
H 4.335 4.091 2.764 -0.115 0.287 0.027 0.11
```
Positions in Å, forces in eV/Å.

=====

# 2
C21H22AlBrN4O2 as an isolated structure, computed with ωB97M-V/def2-TZVPD.

HOMO energy ... -13.67 eV
Strongest force on any atom ... 0.20 eV Å⁻¹
Total charge ... +2
Energy ... -3999.00795 Ha

Geometry as XYZ:
```
51
Properties=species:S:1:pos:R:3:forces:R:3:lowdin_charge:R:1
Al 0.881 -1.042 0.255 0.118 0.058 0.122 0.20
Br 2.577 -1.346 -2.748 -0.026 0.005 0.016 0.89
C 3.410 -1.819 -1.134 0.106 0.014 -0.139 -0.67
C 4.741 -2.180 -1.079 -0.010 -0.020 0.070 -0.04
C 5.272 -2.519 0.160 -0.001 -0.003 -0.014 0.03
C 4.472 -2.499 1.298 -0.025 0.019 -0.038 0.06
C 3.155 -2.132 1.152 0.082 -0.016 0.070 -0.11
N 2.640 -1.792 -0.050 -0.187 -0.051 0.035 0.04
C 2.159 -2.073 2.301 -0.035 -0.195 -0.025 -0.47
O 2.471 -2.369 3.411 -0.010 0.026 0.001 0.19
O 0.945 -1.709 1.886 0.094 0.147 -0.048 0.02
H 5.342 -2.196 -1.975 -0.008 0.012 -0.014 0.13
H 6.314 -2.802 0.232 -0.002 0.003 0.003 0.14
H 4.844 -2.758 2.278 -0.010 -0.003 0.014 0.15
N 0.757 0.639 -0.180 0.173 0.009 0.045 0.13
C 0.009 1.628 0.106 -0.145 0.100 0.045 -0.27
C -1.427 1.370 0.480 -0.033 -0.031 -0.137 -0.20
C -1.890 1.628 1.765 0.001 -0.040 0.031 0.00
C -3.183 1.273 2.125 0.002 0.000 0.029 -0.04
C -4.039 0.699 1.195 -0.001 -0.012 -0.018 -0.07
C -3.596 0.478 -0.105 -0.028 0.034 0.068 -0.11
C -2.288 0.797 -0.457 0.031 0.144 0.001 -0.08
C 0.479 3.027 0.120 -0.046 -0.124 -0.061 -0.17
C -0.428 4.083 0.029 -0.003 0.038 0.045 -0.02
C 0.030 5.391 0.008 0.005 -0.020 0.009 -0.05
C 1.390 5.647 0.100 -0.007 0.006 -0.003 -0.05
C 2.298 4.598 0.204 -0.008 -0.009 0.003 -0.05
C 1.846 3.293 0.205 0.048 0.024 -0.038 -0.02
H -1.236 2.100 2.487 0.010 0.010 0.008 0.14
H -3.531 1.465 3.131 -0.002 0.000 0.010 0.12
H -5.058 0.465 1.471 -0.021 0.003 0.003 0.11
H -4.299 0.125 -0.852 -0.018 0.032 -0.005 0.10
H -1.939 0.691 -1.481 -0.016 -0.033 -0.001 0.13
H -1.490 3.887 -0.036 -0.012 0.002 -0.011 0.12
H -0.672 6.209 -0.075 -0.008 0.009 0.000 0.11
H 1.747 6.668 0.095 0.004 0.011 0.003 0.12
H 3.356 4.806 0.286 0.009 0.002 -0.004 0.11
H 2.540 2.466 0.277 -0.012 -0.005 -0.003 0.11
N -3.476 -3.354 -1.270 0.016 -0.003 0.001 0.22
C -2.623 -2.322 -1.983 -0.115 -0.043 -0.047 -0.11
C -1.147 -2.411 -1.644 0.104 -0.058 -0.008 -0.17
N -0.791 -2.070 -0.245 -0.059 -0.040 0.067 0.08
H -4.438 -3.325 -1.621 -0.011 0.016 -0.006 0.18
H -3.529 -3.184 -0.262 0.008 0.012 0.017 0.17
H -3.135 -4.308 -1.415 0.007 -0.008 -0.010 0.18
H -3.045 -1.353 -1.720 0.077 -0.092 -0.032 0.09
H -2.763 -2.494 -3.049 0.017 -0.007 0.002 0.15
H -0.635 -1.719 -2.315 -0.042 0.016 0.016 0.11
H -0.751 -3.404 -1.862 0.027 0.029 -0.030 0.14
H -0.818 -2.879 0.373 -0.013 0.013 0.020 0.13
H -1.448 -1.371 0.129 -0.029 0.020 -0.060 0.10
```
Positions in Å, forces in eV/Å.

=====

# 3
One molecule with the formula C4H7NOS in a non-equilibrium geometry, computed with ωB97M-V/def2-TZVPD.

HOMO energy ... -8.64 eV
Strongest force on any atom ... 3.04 eV Å⁻¹
Total charge ... 0
Energy ... -684.71180 Ha

Geometry as XYZ:
```
14
Properties=species:S:1:pos:R:3:forces:R:3:lowdin_charge:R:1
C 0.428 -1.710 0.118 1.662 1.389 0.910 -0.12
C -0.826 -1.640 -0.205 -2.103 1.043 -0.881 -0.21
C 1.062 -0.301 -0.058 -0.205 -1.120 2.045 -0.20
C 0.099 0.812 0.237 -2.595 -0.489 1.507 -0.52
N 0.428 2.080 -0.255 1.702 -0.113 -1.331 0.02
O -2.622 0.068 0.558 -0.477 0.645 0.237 -0.58
S -1.572 0.123 -0.483 1.634 -2.262 0.549 0.93
H 0.946 -2.530 0.715 -0.678 1.055 -1.376 0.13
H -1.597 -2.379 -0.165 -0.310 -0.373 0.112 0.06
H 1.886 -0.246 0.602 1.136 0.363 0.747 0.10
H 1.419 -0.041 -0.987 1.073 -0.307 -2.577 0.08
H -0.129 0.912 1.322 -0.057 -0.349 -0.603 0.14
H 0.717 2.046 -1.231 0.019 0.070 0.199 0.09
H -0.239 2.806 -0.168 -0.800 0.447 0.460 0.07
```
Positions in Å, forces in eV/Å.

=====

# 4
C19H28ClCoO2 as an isolated structure in a non-equilibrium geometry, computed with ωB97M-V/def2-TZVPD.

HOMO energy (alpha / beta) ... -2.44 / -3.82 eV
Strongest force on any atom ... 5.31 eV Å⁻¹
Total charge ... -1
Energy ... -2734.09741 Ha
2S+1 ... 4

Geometry as XYZ:
```
51
Properties=species:S:1:pos:R:3:forces:R:3:lowdin_charge:R:1
O -0.753 6.583 -2.498 0.624 1.905 -1.147 -0.11
C 0.123 6.943 -3.600 0.299 -0.925 -0.735 -0.20
C -0.111 8.422 -3.546 -0.586 -0.230 0.569 -0.07
H -0.290 6.508 -4.511 0.440 -0.289 -0.113 0.13
H 1.175 6.686 -3.428 -0.398 -0.217 -0.125 0.11
C -1.066 7.995 -2.395 -0.450 0.867 0.420 -0.58
H -0.610 8.806 -4.442 0.297 0.298 0.322 0.11
H 0.795 8.951 -3.227 -0.523 0.310 -0.214 0.11
C -2.542 8.262 -2.664 0.084 0.129 0.214 -0.02
H -2.864 7.846 -3.631 0.187 0.225 0.287 0.09
H -2.681 9.357 -2.636 -0.193 -0.393 -0.159 0.09
H -3.159 7.806 -1.875 0.163 0.105 -0.203 0.09
C -0.625 8.534 -1.051 -0.143 -0.002 0.208 -0.03
H 0.442 8.313 -0.884 -0.369 0.140 -0.038 0.09
H -1.211 8.050 -0.258 0.173 0.202 -0.075 0.09
H -0.797 9.622 -1.032 0.142 -0.308 0.168 0.09
Co -0.463 -0.256 0.230 5.228 -0.174 -0.931 0.17
C 1.182 -0.731 1.638 1.263 1.100 -0.058 -0.22
C 2.299 -1.098 0.821 -0.275 1.120 0.161 -0.17
C 2.743 0.051 0.111 -0.109 0.170 0.793 -0.22
H 2.737 -2.089 0.744 -0.191 0.148 -0.059 0.08
C 1.950 1.169 0.474 0.174 -1.167 0.773 -0.17
C 0.974 0.720 1.441 1.832 -0.520 0.063 -0.27
H 0.531 1.384 2.182 -0.228 -0.228 -0.369 0.09
H 0.796 -1.319 2.480 0.041 0.271 -0.524 0.09
H 3.595 0.075 -0.561 -0.320 -0.070 -0.188 0.07
H 2.035 2.187 0.078 -0.029 -0.499 0.213 0.06
C -1.931 -1.312 0.997 -1.711 -0.119 0.498 -0.20
C -1.718 -0.083 1.714 -2.285 0.051 0.519 -0.23
C -1.886 0.997 0.774 -1.848 0.247 0.400 -0.19
H -1.581 -0.004 2.787 0.381 0.068 -0.302 0.11
C -2.228 0.448 -0.501 -2.102 -0.560 0.655 -0.21
C -2.287 -0.979 -0.346 -1.718 0.514 0.139 -0.22
H -2.621 -1.687 -1.093 0.493 0.104 -0.085 0.10
H -1.870 -2.318 1.403 -0.017 0.292 -0.075 0.10
H -1.842 2.057 0.993 0.225 -0.189 -0.012 0.10
H -2.473 1.007 -1.400 0.364 -0.170 0.228 0.10
O -1.034 3.986 -2.243 2.101 -1.021 0.653 -0.16
C -0.207 4.498 -1.141 -0.880 -0.585 0.763 -0.21
C 1.235 4.658 -1.669 0.391 -0.637 -0.188 -0.16
H -0.191 3.697 -0.378 -0.068 0.201 -0.185 0.10
H -0.661 5.393 -0.655 0.333 -0.755 -0.750 0.11
C 1.109 4.098 -3.123 -0.735 1.099 0.171 -0.16
H 1.859 3.939 -1.106 -0.028 0.536 -0.177 0.09
H 1.684 5.666 -1.559 -0.402 -0.485 -0.223 0.10
C -0.033 3.093 -2.885 0.228 0.447 0.403 -0.17
H 2.051 3.790 -3.593 -0.269 -0.352 0.340 0.11
H 0.676 4.915 -3.722 0.412 -0.922 -0.035 0.06
H 0.400 2.323 -2.191 -1.019 0.283 -0.399 0.08
H -0.488 2.605 -3.757 0.143 0.322 0.284 0.12
Cl 0.333 -0.466 -1.789 0.878 -0.338 -1.873 0.10
```
Positions in Å, forces in eV/Å.

=====

Number 3 is which compound? C4H7NOS